{"formula": "C31H18F3IOS4SbY", "method": "ωB97M-V with the def2-TZVPD basis set", "symbols": ["Y", "O", "C", "S", "C", "C", "S", "S", "S", "I", "C", "C", "C", "C", "C", "C", "C", "C", "C", "C", "H", "H", "H", "H", "H", "H", "F", "C", "C", "C", "C", "C", "C", "Sb", "C", "C", "C", "C", "F", "C", "C", "C", "C", "C", "C", "F", "C", "C", "H", "H", "H", "H", "H", "H", "H", "H", "H", "H", "H", "H"], "positions_angstrom": [[1.08853, 0.82161, -2.43529], [5.83576, 6.02689, -1.47399], [5.04764, 5.14329, -1.67823], [3.40251, 5.40203, -2.27530], [2.90789, 3.72031, -2.27804], [3.81930, 2.81826, -1.89384], [3.65718, 1.05965, -1.78393], [5.39737, 3.42639, -1.43282], [1.23543, 3.45734, -2.81812], [-2.03186, 0.48804, -3.01189], [-1.84104, -1.61372, -2.99894], [-3.00742, -2.30505, -3.13370], [-2.96893, -3.71797, -3.10745], [-1.77545, -4.35907, -2.95389], [-0.56648, -3.63108, -2.81970], [0.67298, -4.31200, -2.65606], [1.83132, -3.61735, -2.49576], [1.79983, -2.19692, -2.48669], [0.64200, -1.46634, -2.65552], [-0.56707, -2.21337, -2.83234], [-3.95134, -1.79194, -3.25593], [-3.89008, -4.27572, -3.21215], [-1.73298, -5.44139, -2.92461], [0.66995, -5.39608, -2.65338], [2.77181, -4.14052, -2.37470], [2.75583, -1.69159, -2.33608], [2.09248, 1.66760, 6.74783], [1.74815, 1.54678, 5.45292], [0.70974, 2.31257, 4.96927], [0.35285, 2.17964, 3.63239], [1.02719, 1.28147, 2.81134], [2.09217, 0.54294, 3.32701], [2.45639, 0.66552, 4.65971], [0.48882, 1.05897, 0.78525], [-0.18676, -0.96967, 0.80593], [-1.51204, -1.36822, 0.64349], [-1.86016, -2.71463, 0.63734], [-0.86132, -3.65215, 0.79015], [-1.18806, -4.95914, 0.77008], [0.46579, -3.30452, 0.93976], [0.79420, -1.95665, 0.94030], [-1.39761, 2.04295, 0.81186], [-1.58128, 3.14557, -0.02448], [-2.80350, 3.80764, -0.08341], [-3.83348, 3.34691, 0.70785], [-5.02471, 3.96923, 0.65244], [-3.68921, 2.27482, 1.56906], [-2.46146, 1.63360, 1.62262], [0.19698, 3.00027, 5.62815], [-0.45675, 2.78423, 3.24324], [2.65353, -0.13844, 2.69979], [3.27649, 0.10095, 5.08161], [-2.29443, -0.63485, 0.48576], [-2.88376, -3.03712, 0.49896], [1.21794, -4.07657, 1.03079], [1.84269, -1.68730, 1.01650], [-0.76708, 3.50901, -0.64505], [-2.95499, 4.66497, -0.72566], [-4.52504, 1.96145, 2.18031], [-2.33650, 0.80846, 2.31524]], "forces_ev_per_angstrom": [[1.2, 0.6, 0.7], [0.0, -0.1, 0.0], [0.1, 0.1, 0.0], [0.0, 0.0, 0.0], [-0.4, 0.0, -0.1], [0.1, -0.3, 0.1], [-0.4, 0.0, -0.3], [0.0, 0.0, 0.0], [0.0, -0.1, -0.1], [0.3, 0.1, 0.1], [-0.1, 0.1, 0.0], [0.0, -0.2, 0.0], [0.0, 0.1, 0.0], [0.1, 0.0, 0.0], [0.1, -0.2, 0.0], [-0.1, 0.0, 0.0], [0.0, 0.2, 0.0], [0.0, 0.0, 0.0], [-0.4, -0.3, -0.3], [0.0, 0.0, 0.1], [0.0, 0.0, 0.0], [0.0, 0.0, 0.0], [0.0, 0.0, 0.0], [0.0, 0.0, 0.0], [0.0, 0.0, 0.0], [0.0, 0.0, 0.0], [0.0, 0.0, 0.0], [0.1, 0.0, 0.1], [-0.1, 0.0, -0.1], [0.0, 0.0, 0.1], [0.2, 0.0, 0.1], [-0.1, 0.0, 0.1], [0.0, 0.0, -0.1], [-0.6, 0.0, -0.5], [0.0, -0.2, 0.2], [0.0, 0.0, -0.1], [0.0, 0.1, -0.1], [0.0, -0.1, 0.0], [0.0, 0.0, 0.0], [0.0, 0.1, 0.0], [-0.1, 0.0, 0.0], [-0.1, 0.1, 0.1], [0.0, 0.0, 0.0], [0.1, 0.0, 0.0], [-0.1, 0.0, 0.0], [0.0, 0.0, 0.0], [0.0, 0.0, 0.0], [0.1, 0.0, 0.0], [0.0, 0.0, 0.0], [0.0, 0.0, 0.0], [0.0, 0.0, 0.0], [0.0, 0.0, 0.0], [0.0, 0.0, 0.0], [0.0, 0.0, 0.0], [0.0, 0.0, 0.0], [0.0, 0.0, 0.0], [0.0, 0.0, 0.0], [0.0, 0.0, 0.0], [0.0, 0.0, 0.0], [0.0, 0.0, 0.0]], "total_charge": 0, "gap_ev": 6.7, "fmax_ev_per_a": 1.5, "e_homo_ev": -7.27, "multiplicity": 1, "e_tot_ha": -3736.01522}

***

{"formula": "C33H50N2O12", "method": "ωB97M-V with the def2-TZVPD basis set", "symbols": ["C", "C", "C", "C", "C", "C", "C", "N", "C", "C", "N", "H", "H", "H", "H", "H", "H", "H", "H", "H", "H", "H", "H", "H", "H", "O", "C", "C", "C", "C", "O", "H", "H", "H", "H", "H", "H", "O", "C", "C", "C", "C", "O", "H", "H", "H", "H", "H", "H", "O", "C", "C", "C", "C", "O", "H", "H", "H", "H", "H", "H", "O", "C", "C", "C", "C", "O", "H", "H", "H", "H", "H", "H", "O", "C", "C", "C", "C", "O", "H", "H", "H", "H", "H", "H", "O", "C", "C", "C", "C", "O", "H", "H", "H", "H", "H", "H"], "positions_angstrom": [[2.80792, 0.35912, 1.99774], [2.80932, -0.32114, 3.36588], [2.14154, -1.68449, 3.22527], [1.98951, -2.51956, 4.50114], [1.05967, -1.85731, 5.51882], [3.34504, -2.94409, 5.14276], [4.42320, -3.07340, 4.15797], [5.26798, -3.16858, 3.38627], [3.82778, -2.01552, 6.29909], [3.51628, -2.59187, 7.60340], [3.28476, -3.05694, 8.62732], [3.21080, -0.29677, 1.22263], [1.78767, 0.61221, 1.70948], [3.38998, 1.28201, 1.98987], [2.23036, 0.31079, 4.04193], [3.83314, -0.41630, 3.74041], [1.13554, -1.49452, 2.83641], [2.65857, -2.26762, 2.45945], [1.49839, -3.44984, 4.20343], [0.03746, -1.89611, 5.14442], [1.10111, -2.34205, 6.49707], [1.29681, -0.80267, 5.66523], [3.20787, -3.94459, 5.55742], [4.90878, -1.87969, 6.24815], [3.37877, -1.02798, 6.22119], [1.66393, 1.65331, -0.82090], [2.54566, 2.04237, -1.53446], [4.00049, 1.61588, -1.53696], [4.67818, 2.71959, -2.34172], [3.54995, 3.16891, -3.26025], [2.33750, 2.95992, -2.49970], [4.06895, 0.64684, -2.03609], [4.36349, 1.51250, -0.51787], [5.55500, 2.39133, -2.89448], [4.96927, 3.53590, -1.67797], [3.49967, 2.55852, -4.15729], [3.60297, 4.22008, -3.53394], [-0.95251, -0.19706, 2.56363], [-1.14963, 0.22466, 1.46197], [-1.08783, -0.52663, 0.14645], [-0.98978, 0.59692, -0.88204], [-1.71243, 1.73350, -0.16895], [-1.46250, 1.51996, 1.22999], [-2.00646, -1.10959, 0.05045], [-0.23766, -1.20370, 0.14288], [-1.42621, 0.35396, -1.84838], [0.05518, 0.86928, -1.03713], [-2.79382, 1.70508, -0.32789], [-1.33908, 2.71956, -0.43350], [4.47752, 0.65164, -4.97052], [3.76412, -0.31490, -4.96863], [2.26040, -0.37058, -5.14068], [1.91154, -1.76833, -4.63929], [3.19662, -2.53242, -4.93356], [4.25509, -1.56131, -4.80466], [2.03659, -0.24422, -6.20175], [1.77368, 0.42863, -4.58824], [1.03486, -2.19951, -5.11223], [1.73165, -1.73924, -3.56378], [3.22277, -2.92306, -5.95326], [3.39972, -3.34349, -4.23879], [-0.84066, -0.42871, -4.66148], [-1.99351, -0.13305, -4.81860], [-3.21455, -1.00777, -4.59598], [-4.31584, -0.24534, -5.32786], [-3.82093, 1.19331, -5.22987], [-2.37829, 1.08712, -5.22617], [-3.39834, -1.06396, -3.52154], [-3.03425, -2.01042, -4.97423], [-5.30909, -0.37823, -4.90499], [-4.34937, -0.55167, -6.37415], [-4.12685, 1.67454, -4.29886], [-4.13261, 1.81086, -6.06328], [-2.40309, -2.11552, 6.69739], [-1.80760, -2.84702, 7.42958], [-1.39670, -2.60681, 8.87100], [-0.33725, -3.67904, 9.11083], [-0.78017, -4.77213, 8.14515], [-1.38928, -4.07928, 7.04176], [-2.27903, -2.74412, 9.49924], [-1.03470, -1.58933, 8.99059], [-0.27081, -4.02496, 10.13992], [0.64554, -3.30609, 8.81870], [-1.52665, -5.43750, 8.58532], [0.04144, -5.37028, 7.75811], [-5.91165, 2.98390, -6.76110], [-6.10820, 3.99884, -6.15673], [-6.90552, 5.21212, -6.58922], [-6.44767, 6.28808, -5.60785], [-6.07910, 5.45621, -4.38448], [-5.61884, 4.19721, -4.91143], [-7.96503, 4.97279, -6.47957], [-6.70365, 5.44170, -7.63160], [-7.19744, 7.04552, -5.39137], [-5.55973, 6.78863, -5.99540], [-6.94012, 5.26054, -3.74220], [-5.27916, 5.88315, -3.78555]], "forces_ev_per_angstrom": [[0.1, 0.1, 0.0], [0.0, 0.0, -0.4], [-0.4, 0.1, 0.2], [0.0, -0.1, -0.1], [0.0, 0.1, -0.1], [0.0, 0.1, 0.2], [-0.1, 0.0, -0.1], [0.0, 0.0, 0.0], [0.2, -0.1, -0.2], [0.0, 0.1, 0.1], [-0.1, 0.0, 0.0], [0.1, 0.0, 0.0], [0.0, 0.0, 0.0], [0.0, 0.0, 0.0], [0.1, 0.0, 0.2], [0.0, 0.0, 0.1], [0.0, -0.1, 0.1], [0.1, 0.0, 0.1], [0.1, 0.0, 0.0], [0.0, 0.0, 0.1], [-0.1, -0.1, 0.0], [0.0, 0.0, 0.0], [0.0, 0.0, 0.1], [0.0, 0.0, 0.0], [0.0, 0.0, 0.0], [0.5, 0.3, 0.1], [0.3, 0.0, -0.2], [0.0, 0.2, 0.0], [0.0, 0.0, 0.1], [0.1, 0.1, 0.0], [0.0, 0.0, 0.1], [0.0, 0.0, 0.0], [0.0, -0.1, 0.0], [0.0, 0.0, 0.0], [0.0, 0.0, 0.0], [0.0, 0.0, -0.1], [-0.1, 0.0, 0.1], [0.0, 0.0, 0.2], [0.1, 0.0, -0.2], [0.0, 0.2, -0.1], [0.0, -0.2, -0.1], [0.0, -0.1, -0.2], [0.0, 0.0, 0.1], [0.0, -0.1, 0.0], [0.0, -0.1, 0.1], [-0.1, 0.0, 0.0], [-0.6, -0.2, 0.0], [0.0, 0.0, 0.0], [0.1, 0.0, 0.1], [0.0, -0.1, 0.1], [0.0, 0.1, -0.1], [0.0, -0.2, 0.2], [0.1, 0.0, 0.0], [-0.1, 0.0, 0.0], [0.0, 0.0, 0.0], [0.0, 0.0, 0.0], [0.0, 0.1, -0.1], [0.0, 0.0, 0.0], [0.0, 0.0, 0.0], [0.0, 0.0, 0.0], [0.1, 0.0, 0.0], [0.0, 0.0, 0.0], [0.0, -0.1, 0.1], [-0.1, 0.1, -0.2], [0.0, 0.0, 0.0], [0.0, -0.1, 0.0], [0.0, 0.1, 0.0], [0.0, 0.0, 0.0], [0.1, 0.0, 0.1], [0.0, 0.0, 0.0], [0.0, 0.0, 0.0], [0.0, 0.0, 0.0], [0.1, 0.0, 0.0], [0.0, 0.0, 0.0], [0.0, 0.1, 0.1], [0.2, -0.1, 0.0], [0.0, 0.1, 0.0], [0.0, 0.0, 0.1], [0.0, 0.0, 0.0], [0.0, 0.0, 0.0], [-0.1, 0.0, 0.0], [0.0, 0.0, 0.0], [0.0, 0.0, 0.1], [0.0, 0.0, 0.0], [0.0, 0.0, 0.0], [-0.1, 0.1, 0.0], [-0.1, -0.1, 0.0], [0.1, 0.1, 0.1], [0.0, 0.0, -0.1], [0.0, 0.0, 0.0], [0.0, 0.0, 0.0], [0.0, 0.0, 0.0], [-0.1, -0.1, 0.0], [0.0, 0.0, 0.0], [0.0, 0.0, 0.0], [0.0, 0.0, 0.0], [0.0, 0.0, 0.0]], "total_charge": 0, "smiles": "CCC[C@H](C)[C@@H](C#N)CC#N.O=C1CCCO1.O=C1CCCO1.O=C1CCCO1.O=C1CCCO1.O=C1CCCO1.O=C1CCCO1", "gap_ev": 10.2, "fmax_ev_per_a": 0.6, "e_homo_ev": -9.81, "multiplicity": 1, "e_tot_ha": -2299.90504}

***

What is the multiplicity in the second record? 1

***

multiplicity of number 1 (C31H18F3IOS4SbY)? 1